# 1
{"formula": "CH3PS", "method": "ωB97M-V/def2-TZVPD", "homo_ev": [-8.814, -8.814], "gap_ev": [7.33, 7.33], "e_above_lowest_ev": 0.176, "largest_force_ha_per_bohr": 0.0698, "mol_weight_g_mol": 78.08, "symbols": ["C", "P", "S", "H", "H", "H"], "positions_angstrom": [[-0.436, 0.282, 0.267], [-1.852, 0.459, -0.803], [-3.218, -0.092, 0.620], [-0.820, 0.171, 1.303], [0.315, -0.483, 0.112], [0.033, 1.268, 0.300]]}

# 2
{"formula": "CH4", "method": "ωB97M-V/def2-TZVPD", "homo_ev": -13.102, "gap_ev": 14.43, "e_above_lowest_ev": 0.054, "largest_force_ha_per_bohr": 0.0208, "mol_weight_g_mol": 16.04, "symbols": ["C", "H", "H", "H", "H"], "positions_angstrom": [[0.002, -0.003, -0.039], [0.194, -0.914, 0.528], [-0.739, -0.240, -0.793], [0.944, 0.429, -0.363], [-0.401, 0.728, 0.666]]}

# 3
{"formula": "CH4BBr", "method": "ωB97M-V/def2-TZVPD", "homo_ev": -9.947, "gap_ev": 9.86, "e_above_lowest_ev": 1.867, "largest_force_ha_per_bohr": 0.1026, "mol_weight_g_mol": 106.76, "symbols": ["B", "C", "Br", "H", "H", "H", "H"], "positions_angstrom": [[0.938, 0.960, -0.503], [-0.397, -0.030, -0.114], [1.843, 2.738, -1.516], [1.840, 0.847, 0.302], [-0.020, -0.974, 0.127], [-0.692, 0.659, 0.800], [-1.143, -0.131, -0.972]]}

# 4
{"formula": "CH4BBr", "method": "ωB97M-V/def2-TZVPD", "homo_ev": -10.096, "gap_ev": 7.81, "e_above_lowest_ev": 3.097, "largest_force_ha_per_bohr": 0.0884, "mol_weight_g_mol": 106.76, "symbols": ["B", "C", "Br", "H", "H", "H", "H"], "positions_angstrom": [[0.034, -0.755, 0.066], [0.561, 0.753, 0.011], [-2.064, 0.038, 0.056], [0.146, -1.121, -1.143], [0.000, -1.402, 1.091], [0.416, 1.197, -0.909], [0.908, 1.290, 0.828]]}

# 5
{"formula": "CH4BCl", "method": "ωB97M-V/def2-TZVPD", "homo_ev": -7.417, "gap_ev": 6.95, "e_above_lowest_ev": 5.100, "largest_force_ha_per_bohr": 0.0593, "mol_weight_g_mol": 62.31, "symbols": ["B", "C", "Cl", "H", "H", "H", "H"], "positions_angstrom": [[0.267, 1.364, 0.300], [-0.418, -1.204, -0.360], [1.019, -0.066, -0.171], [0.678, 2.423, 0.078], [-0.731, 1.201, 0.962], [-0.316, -1.771, -1.320], [-0.499, -1.947, 0.510]]}

# 6
{"formula": "CH4BF", "method": "ωB97M-V/def2-TZVPD", "homo_ev": -11.264, "gap_ev": 11.40, "e_above_lowest_ev": 0.467, "largest_force_ha_per_bohr": 0.0632, "mol_weight_g_mol": 45.85, "symbols": ["B", "C", "F", "H", "H", "H", "H"], "positions_angstrom": [[0.393, -0.753, -0.007], [-0.825, 0.301, -0.049], [-2.084, -0.155, -0.154], [1.383, -0.237, -0.239], [0.540, -1.840, 0.274], [-0.643, 0.965, -0.932], [-0.686, 1.062, 0.952]]}

# 7
{"formula": "CH4BNO2S2", "method": "ωB97M-V/def2-TZVPD", "homo_ev": -8.876, "gap_ev": 9.25, "e_above_lowest_ev": 0.000, "largest_force_ha_per_bohr": 0.0311, "mol_weight_g_mol": 136.99, "symbols": ["B", "C", "N", "O", "O", "S", "S", "H", "H", "H", "H"], "positions_angstrom": [[-1.917, -0.290, 0.083], [0.938, 0.060, 0.148], [2.094, 0.729, 0.087], [-1.900, -1.599, 0.003], [-3.055, 0.431, 0.044], [-0.529, 0.986, 0.260], [0.944, -1.578, 0.107], [2.124, 1.730, 0.180], [2.947, 0.194, 0.080], [-1.033, -2.046, 0.029], [-3.882, -0.043, -0.054]]}

# 8
{"formula": "CH4BNaO3", "method": "ωB97M-V/def2-TZVPD", "homo_ev": 1.434, "gap_ev": 2.76, "charge": -2, "largest_force_ha_per_bohr": 0.0377, "mol_weight_g_mol": 97.84, "symbols": ["Na", "C", "O", "O", "O", "B", "H", "H", "H", "H"], "positions_angstrom": [[-5.747, 14.623, 18.214], [-5.255, 12.488, 20.085], [-5.180, 11.451, 20.851], [-5.886, 13.566, 20.494], [-4.727, 12.478, 18.892], [-3.474, 15.910, 18.356], [-3.747, 17.052, 18.006], [-4.129, 15.630, 19.317], [-3.788, 15.150, 17.478], [-2.301, 15.778, 18.608]]}

# 9
{"formula": "CH4Br2OSi", "method": "ωB97M-V/def2-TZVPD", "homo_ev": -10.105, "gap_ev": 10.25, "e_above_lowest_ev": 4.603, "largest_force_ha_per_bohr": 0.1297, "mol_weight_g_mol": 219.94, "symbols": ["C", "O", "Si", "Br", "Br", "H", "H", "H", "H"], "positions_angstrom": [[-1.565, 0.320, -2.031], [-0.086, 0.438, -0.922], [0.545, -0.801, -0.175], [-0.623, -0.375, -3.597], [-2.940, -0.687, -1.473], [-1.679, 1.376, -1.977], [1.080, -1.671, -1.184], [-0.102, -1.619, 0.871], [1.587, 0.162, 0.189]]}

# 10
{"formula": "CH4Br2OSi", "method": "ωB97M-V/def2-TZVPD", "homo_ev": -10.496, "gap_ev": 10.67, "e_above_lowest_ev": 3.964, "largest_force_ha_per_bohr": 0.0979, "mol_weight_g_mol": 219.94, "symbols": ["C", "O", "Si", "Br", "Br", "H", "H", "H", "H"], "positions_angstrom": [[-1.188, -1.017, 0.215], [-0.469, 0.571, 0.158], [1.110, 0.921, -0.059], [-2.627, -0.846, -0.977], [0.046, -2.365, -0.256], [-1.482, -0.837, 1.301], [1.823, 0.834, -1.460], [1.805, 0.365, 0.948], [0.982, 2.374, 0.129]]}

# 11
{"formula": "CH4BrP", "method": "ωB97M-V/def2-TZVPD", "homo_ev": -9.377, "gap_ev": 9.57, "e_above_lowest_ev": 1.562, "largest_force_ha_per_bohr": 0.0906, "mol_weight_g_mol": 126.92, "symbols": ["C", "P", "Br", "H", "H", "H", "H"], "positions_angstrom": [[0.257, -0.144, -0.434], [-0.221, 1.643, -0.075], [-2.019, 1.692, -1.427], [0.178, -0.225, -1.599], [-0.617, -0.802, -0.275], [1.122, -0.279, 0.137], [-1.454, 1.319, 1.303]]}

# 12
{"formula": "CH4BrP", "method": "ωB97M-V/def2-TZVPD", "homo_ev": [-9.922, -8.433], "gap_ev": [8.96, 4.77], "e_above_lowest_ev": 3.305, "largest_force_ha_per_bohr": 0.0880, "mol_weight_g_mol": 126.92, "symbols": ["C", "P", "Br", "H", "H", "H", "H"], "positions_angstrom": [[0.235, 0.003, 0.071], [-1.052, -1.269, 0.194], [3.498, 0.251, 0.385], [0.549, 0.337, 1.006], [-0.172, 1.009, -0.435], [1.007, -0.359, -0.483], [-0.806, -1.973, -1.086]]}